Below is a structure of composition C27H47F5FeN9O6PS, with properties calculated with wB97M-V/def2-TZVPD.

Last column: Mulliken spin population.
Atoms and positions in Å:
Fe: 0.920 0.557 -0.382  3.790
C: 3.713 -0.761 0.320  0.010
N: 3.255 0.394 -0.500  -0.021
C: 3.812 0.213 -1.862  0.008
N: 5.266 0.119 -1.856  0.002
C: 5.651 -1.017 -1.017  0.001
N: 5.165 -0.872 0.356  0.002
C: 5.711 0.366 0.908  0.000
N: 5.329 1.535 0.116  0.002
C: 3.875 1.617 0.073  0.020
C: 5.811 1.336 -1.253  0.000
H: 3.282 -1.671 -0.097  0.004
H: 3.334 -0.625 1.331  0.010
H: 3.502 1.059 -2.478  0.000
H: 3.401 -0.705 -2.286  0.008
H: 6.739 -1.096 -1.004  0.000
H: 5.235 -1.932 -1.446  0.000
H: 6.800 0.296 0.936  0.000
H: 5.339 0.494 1.928  0.000
H: 3.583 2.469 -0.535  0.002
H: 3.482 1.751 1.083  -0.001
H: 6.901 1.267 -1.240  0.000
H: 5.520 2.196 -1.860  0.000
C: 2.972 -2.215 4.130  0.000
C: 1.768 -1.631 4.863  0.000
C: 1.208 -0.376 4.202  0.005
S: 0.692 -0.654 2.484  0.014
O: 1.165 0.603 1.752  0.041
C: -1.093 -0.500 2.629  0.007
C: -1.708 -1.853 2.979  0.000
C: -1.747 -2.777 1.765  0.001
H: 3.397 -3.047 4.690  0.000
H: 3.754 -1.463 4.005  0.000
H: 2.702 -2.583 3.140  0.000
H: 2.058 -1.358 5.881  0.000
H: 0.983 -2.385 4.960  0.000
H: 1.979 0.391 4.108  -0.001
H: 0.369 0.045 4.756  0.001
H: -1.413 -0.163 1.642  -0.007
H: -1.312 0.288 3.351  -0.001
H: -2.718 -1.680 3.352  0.000
H: -1.158 -2.322 3.803  0.000
H: -2.402 -2.354 1.001  -0.001
H: -2.118 -3.765 2.033  0.000
H: -0.758 -2.892 1.320  -0.001
N: -1.135 4.559 -2.412  0.001
N: -0.322 4.005 -1.444  0.005
N: -0.378 4.380 -0.184  -0.003
C: 0.549 3.601 0.350  0.015
N: 1.137 2.818 -0.559  0.011
N: 0.557 3.106 -1.720  0.004
H: -1.945 4.897 -1.900  0.000
H: -1.461 3.763 -2.958  0.000
H: 0.791 3.589 1.397  0.000
F: 1.219 -4.187 -5.151  0.000
C: 1.144 -3.518 -3.993  0.004
C: 1.237 -2.138 -3.967  0.002
F: 1.385 -1.451 -5.102  0.000
C: 1.164 -1.477 -2.758  0.019
F: 1.229 -0.115 -2.759  0.011
C: 0.992 -2.115 -1.522  -0.035
O: 0.918 -1.472 -0.393  0.008
C: 0.910 -3.516 -1.596  0.002
F: 0.743 -4.217 -0.464  0.000
C: 0.980 -4.199 -2.796  0.000
F: 0.894 -5.533 -2.807  0.000
C: -4.142 -2.183 -1.280  0.000
C: -3.657 -0.884 -1.907  0.001
C: -2.438 -1.136 -2.775  -0.001
C: -4.780 -0.214 -2.687  0.000
O: -3.291 -0.059 -0.764  0.001
P: -2.436 1.296 -0.818  0.004
O: -2.689 2.083 -2.049  0.002
O: -0.984 1.000 -0.492  0.052
O: -2.916 2.018 0.526  0.002
C: -4.245 2.459 0.896  0.001
C: -4.985 1.297 1.545  0.000
C: -3.991 3.565 1.910  0.000
C: -5.012 3.004 -0.300  0.000
H: -4.587 -2.822 -2.043  0.000
H: -4.895 -1.975 -0.520  0.000
H: -3.316 -2.721 -0.815  0.000
H: -2.697 -1.809 -3.593  0.000
H: -1.658 -1.603 -2.175  -0.001
H: -2.056 -0.206 -3.197  -0.001
H: -5.053 -0.839 -3.538  0.000
H: -4.463 0.763 -3.048  0.000
H: -5.661 -0.094 -2.055  0.000
H: -4.408 0.913 2.386  0.000
H: -5.139 0.489 0.833  0.000
H: -5.954 1.636 1.916  0.000
H: -3.442 3.173 2.767  0.000
H: -4.937 3.979 2.262  0.000
H: -3.402 4.362 1.459  0.000
H: -5.202 2.228 -1.037  0.000
H: -4.449 3.797 -0.789  0.000
H: -5.969 3.404 0.041  0.000

Forces on atoms 1 to 3 (eV/Å):
Fe 0.276 -0.078 0.169
C 0.021 -0.046 -0.041
N -0.051 0.077 0.078

The expectation value of S² is 6.007. The energy relative to the best compared isomer or geometry (same formula, charge and spin) is 0.210 eV. The HOMO-LUMO gap (spin up / spin down) is 8.3 / 8.3 eV. The calculation puts the LUMO energy (spin up / spin down) at 0.237 / 0.237 eV. The calculation puts the HOMO energy (spin up / spin down) at -0.2947 / -0.2958 hartree. The spin multiplicity is 5.

Below is a cluster of 12 separate species, C27H47N13PS in total, with properties calculated with wB97M-V/def2-TZVPD.

Last column: Löwdin charge in e.
Atoms and positions in Å:
C: 3.695 -0.287 1.068  -0.024
C: 2.713 0.721 0.541  -0.318
C: 3.121 2.178 0.757  -0.170
N: 2.246 3.124 0.120  -0.028
C: 0.832 2.899 0.355  -0.195
C: 0.409 1.411 0.459  -0.457
P: -1.201 1.300 1.372  0.425
S: -1.684 -0.549 1.775  0.156
N: 1.368 0.586 1.214  0.072
H: 4.005 -0.080 2.086  0.078
H: 3.262 -1.281 0.981  0.078
H: 4.561 -0.286 0.415  0.099
H: 2.516 0.541 -0.509  0.127
H: 4.122 2.269 0.347  0.132
H: 3.207 2.342 1.836  0.134
H: 2.472 3.254 -0.856  0.100
H: 0.485 3.414 1.252  0.096
H: 0.300 3.296 -0.501  0.127
H: 0.224 0.997 -0.522  0.062
H: -2.196 1.909 0.585  -0.006
H: -1.065 2.109 2.521  -0.049
H: 1.046 -0.391 1.201  0.119
H: 1.466 0.869 2.195  0.180
C: 1.950 -3.211 3.438  -0.064
C: 2.566 -2.040 4.047  -0.285
N: 3.049 -1.110 4.512  0.137
H: 0.869 -3.091 3.373  0.080
H: 2.335 -3.375 2.432  0.075
H: 2.156 -4.104 4.024  0.089
C: -5.117 -0.508 3.314  -0.106
C: -6.121 0.276 4.013  -0.281
N: -6.761 0.984 4.650  0.133
H: -4.126 -0.103 3.515  0.037
H: -5.113 -1.551 3.617  0.060
H: -5.269 -0.476 2.237  0.074
C: 2.536 -2.196 -3.269  -0.042
C: 1.581 -1.449 -2.471  -0.231
N: 0.806 -0.857 -1.863  0.155
H: 3.553 -1.843 -3.104  0.093
H: 2.512 -3.257 -3.024  0.096
H: 2.322 -2.097 -4.333  0.043
C: 5.109 6.371 0.055  -0.068
C: 4.859 5.367 -0.968  -0.276
N: 4.662 4.582 -1.781  0.120
H: 4.642 7.318 -0.210  0.087
H: 4.706 6.054 1.016  0.040
H: 6.177 6.543 0.175  0.086
C: -0.096 -1.377 -6.766  -0.075
C: 1.264 -1.894 -6.764  -0.265
N: 2.338 -2.301 -6.780  0.134
H: -0.575 -1.529 -5.801  0.055
H: -0.107 -0.311 -6.980  0.078
H: -0.697 -1.878 -7.523  0.092
C: -5.345 -3.925 0.267  -0.054
C: -4.454 -3.455 1.316  -0.262
N: -3.749 -3.095 2.148  0.127
H: -5.498 -5.000 0.350  0.052
H: -6.315 -3.436 0.337  0.088
H: -4.928 -3.714 -0.716  0.088
C: -3.728 2.373 6.141  -0.047
C: -2.507 2.572 5.376  -0.237
N: -1.591 2.727 4.701  0.123
H: -3.524 2.157 7.188  0.092
H: -4.373 3.248 6.100  0.095
H: -4.285 1.534 5.727  0.055
C: -3.257 -6.468 3.459  -0.074
C: -4.164 -6.832 2.383  -0.273
N: -4.882 -7.103 1.530  0.138
H: -3.565 -5.533 3.923  0.071
H: -3.238 -7.240 4.227  0.084
H: -2.244 -6.340 3.083  0.081
C: 2.612 -3.600 -10.088  -0.077
C: 1.623 -2.811 -10.806  -0.288
N: 0.834 -2.190 -11.359  0.123
H: 3.625 -3.318 -10.369  0.084
H: 2.514 -3.456 -9.013  0.037
H: 2.498 -4.663 -10.295  0.083
C: 0.832 5.454 4.382  -0.066
C: 1.962 5.544 3.469  -0.266
N: 2.841 5.614 2.736  0.145
H: 1.165 5.294 5.406  0.089
H: 0.237 6.366 4.361  0.089
H: 0.182 4.623 4.112  0.039
C: -2.045 1.623 -2.860  -0.068
C: -2.119 0.967 -4.154  -0.249
N: -2.178 0.442 -5.171  0.157
H: -2.962 1.473 -2.293  0.085
H: -1.217 1.218 -2.277  0.041
H: -1.890 2.695 -2.969  0.088

Forces on atoms 1 to 3 (eV/Å):
C -0.173 -0.075 -0.230
C 0.207 0.359 0.198
C 0.336 -0.454 -0.281

Its net charge is +1. The HOMO-LUMO gap is 9.7 eV. The calculation puts the LUMO energy at -2.226 eV. The calculation puts the HOMO energy at -0.4374 hartree.